Entry 1:
Formula: C5H24N2O9
Source: OMol25
Level of theory: the ωB97M-V functional and the def2-TZVPD basis

Structure (XYZ):
```
40
Properties=species:S:1:pos:R:3:forces:R:3
N -0.503311 -2.105346 0.958239 -0.3 -3.5 2.4
C -0.588821 -1.091336 0.173129 -2.5 2.3 -0.8
N 0.520859 -0.431746 0.028649 3.7 1.8 -0.7
O -1.618641 -0.657366 -0.298421 -1.7 -0.5 -1.3
H -1.377631 -2.588806 1.106229 0.5 -0.1 0.6
H 0.359459 -2.250476 1.462899 -0.6 -0.7 0.0
H 1.197979 -0.502626 0.774689 0.5 0.3 -0.9
H 0.614449 0.057514 -0.849961 0.4 0.4 0.7
O -1.880531 5.746094 -3.470461 -1.7 -1.4 0.7
C -1.126461 6.184834 -4.547291 0.1 0.3 -0.4
C -1.033941 5.318714 -5.838241 1.4 -0.2 1.2
O 0.160449 4.412064 -5.845831 -2.0 0.8 -0.1
H -1.522611 4.916874 -3.145041 0.0 -0.1 0.1
H -1.661821 7.079934 -4.863991 0.4 0.4 0.1
H -0.212241 6.407574 -3.997121 1.0 0.5 -1.5
H -1.095891 6.025824 -6.665441 0.8 -0.1 -0.3
H -1.943501 4.729674 -5.955821 0.3 -0.4 0.3
H 0.952229 4.885674 -6.111111 -0.2 0.4 0.0
O 4.998049 -2.827586 3.505099 -0.1 -0.2 -1.1
C 5.545509 -2.123806 4.563069 -1.4 0.3 1.9
C 4.533939 -2.143056 5.774809 1.1 1.6 -1.3
O 3.624349 -1.023716 5.791649 -0.3 -0.7 -0.2
H 5.648959 -2.683716 2.814279 -0.3 -0.4 -0.6
H 6.492439 -2.582406 4.847849 0.2 0.1 0.3
H 5.675919 -1.070436 4.315059 0.3 0.2 -0.1
H 5.211319 -2.083956 6.626739 -0.5 -0.5 0.6
H 3.874049 -3.004136 5.669099 0.4 -0.1 0.5
H 4.026989 -0.153186 5.832389 0.5 -0.3 0.0
O -6.499061 -1.367396 3.280759 -0.2 -0.1 -0.1
H -5.693091 -1.881856 3.325099 0.2 -0.2 0.0
H -6.268431 -0.525686 3.673889 0.0 0.2 0.1
O -4.661521 -0.074486 -4.777301 0.1 0.1 -0.2
H -5.568631 -0.299556 -4.570621 -0.2 0.0 0.0
H -4.152831 -0.438866 -4.052931 0.2 -0.1 0.2
O -3.780071 -5.742376 5.907229 0.0 0.2 -0.1
H -3.350111 -6.248116 6.596869 0.1 -0.1 0.2
H -4.282041 -6.389876 5.412249 -0.2 -0.1 -0.2
O 2.183939 -1.125836 -5.807951 0.2 0.0 0.0
H 1.652439 -1.884446 -5.566611 -0.1 -0.2 0.1
H 1.547859 -0.462596 -6.075811 -0.1 0.2 -0.1
```
Forces are in eV/Å.

Computed properties:
Net charge = 0
F_max = 0.083 hartree/bohr
HOMO = -9.47 eV
Energy above the lowest of the compared OMol25 structures with the same formula, charge and spin = 292.3 kJ/mol
LUMO level = 0.0124 hartree
Molecular weight = 256.3 g/mol
Multiplicity = 1

These are the Löwdin partial charges, in e, on atoms 1 to 4: number 1, N, carries 0.173; number 2, C, carries -0.825; number 3, N, carries 0.151; number 4, O, carries 0.028

***

Entry 2:
Formula: C5H24O6
Source: OMol25
Level of theory: the ωB97M-V functional and the def2-TZVPD basis

Structure (XYZ):
```
35
Properties=species:S:1:pos:R:3:forces:R:3
C 2.576804 -0.012099 0.594547 -1.3 2.9 0.1
C 2.221348 -0.193749 -0.859503 0.4 -1.5 -1.5
C 1.320653 0.867599 -1.468011 -1.4 -1.8 -0.7
C -0.096458 0.160840 -1.578278 0.0 -0.6 1.4
C -1.166646 1.029095 -2.218227 0.9 -3.2 -2.8
H 3.362664 -0.644241 0.795020 1.6 -1.6 1.0
H 2.991974 1.054193 0.729159 -0.8 -1.5 0.1
H 1.690926 -0.185470 1.288875 1.8 0.7 -1.3
H 3.146453 -0.331839 -1.509386 -0.9 0.1 1.0
H 1.627401 -1.166637 -0.930932 1.1 1.0 0.3
H 1.187078 1.617809 -0.766911 -0.2 1.7 1.5
H 1.709649 1.398029 -2.352130 -0.3 -0.7 -0.1
H -0.024680 -0.872836 -2.016769 -0.2 1.5 -0.2
H -0.359476 -0.144915 -0.495208 0.2 0.7 -1.2
H -2.179835 0.555208 -2.325293 1.1 0.3 -0.4
H -1.271523 1.923602 -1.808126 -0.7 3.8 2.9
H -0.679797 1.407258 -3.156830 -1.0 -1.0 -0.1
O -3.334383 1.122351 0.342935 -2.9 3.6 1.9
H -2.944350 0.396842 -0.018588 1.1 -2.9 -2.8
H -3.632648 1.872492 -0.205302 0.6 -1.3 -0.3
O -1.708399 -3.185843 0.471607 0.4 1.3 0.8
H -2.311602 -3.751781 0.947073 -0.3 -0.4 0.1
H -1.527583 -2.471735 1.134976 0.1 -0.7 -0.8
O -1.433935 1.559473 1.787135 3.3 0.8 2.4
H -1.935281 2.201537 2.270084 -0.3 0.3 0.6
H -1.966083 1.304001 1.092043 -2.1 -0.3 -2.2
O 1.112900 -2.491572 -2.975238 2.4 2.7 -0.9
H 1.539166 -1.740784 -2.419257 -1.5 -2.7 -1.1
H 0.563544 -3.105867 -2.537198 -0.7 -0.5 1.5
O 0.442542 0.984092 4.344949 -0.3 -0.2 4.0
H 0.004057 0.685116 3.605709 -1.2 -1.0 -2.8
H 1.137913 1.553614 4.150083 1.6 1.4 -0.9
O -0.184438 -0.672366 2.237636 -4.1 0.7 0.2
H -0.562682 0.155890 1.801961 1.2 -1.1 0.8
H 0.684728 -0.877307 2.047395 2.3 -0.4 -0.7
```
Forces are in eV/Å.

Computed properties:
Net charge = 0
F_max = 0.098 hartree/bohr
HOMO = -10.71 eV
Energy above the lowest of the compared OMol25 structures with the same formula, charge and spin = 231.0 kJ/mol
LUMO level = 0.0081 hartree
Molecular weight = 180.2 g/mol
Multiplicity = 1

These are the Löwdin partial charges, in e, on atoms 1 to 4: number 1, C, carries -0.085; number 2, C, carries -0.293; number 3, C, carries -0.189; number 4, C, carries -0.246

***

Entry 3:
Formula: C5H25N2O6
Source: OMol25
Level of theory: the ωB97M-V functional and the def2-TZVPD basis

Structure (XYZ):
```
38
Properties=species:S:1:pos:R:3:forces:R:3
N -0.156383 0.444967 -0.454927 4.0 -0.9 3.2
C -1.095175 -0.262523 0.606047 -1.0 2.6 -3.3
C -1.673206 0.916848 1.423491 -1.6 -0.7 1.7
C -0.747399 1.411806 2.618476 1.1 0.7 -1.7
O 0.526565 0.902159 2.137205 -2.2 0.4 -1.9
C -2.159956 -1.021217 -0.212910 3.2 -4.4 1.7
N -1.546116 -1.622022 -1.492289 -3.3 -0.3 0.2
C -0.626745 -2.792953 -1.387067 0.2 -2.7 2.1
H 0.633431 0.748220 0.350559 -2.0 -0.3 -2.4
H -0.405021 1.262115 -0.997570 -0.7 0.2 0.4
H 0.344908 -0.231519 -1.076651 -0.6 0.5 0.6
H -0.418617 -0.973033 1.053858 -0.1 0.1 0.4
H -2.003049 1.719694 0.760924 0.5 0.0 -0.1
H -2.675393 0.532612 1.815990 1.3 0.5 -0.1
H -1.071625 0.987867 3.555253 0.1 -0.3 0.3
H -0.564554 2.534113 2.760787 -1.0 -1.5 -0.5
H 1.234759 0.721121 2.679400 2.1 -0.1 2.4
H -2.274815 -1.905431 0.537326 -0.7 1.1 -1.2
H -3.121653 -0.654828 -0.421348 -0.9 1.2 -0.2
H -2.491328 -1.930408 -1.974881 2.9 0.5 0.8
H 0.014251 -3.007158 -0.435059 -1.4 1.6 -1.2
H -1.095786 -3.848926 -1.397798 0.0 1.8 -0.6
H 0.140716 -2.748459 -2.144688 -0.1 0.1 -0.5
H 1.859315 -1.487370 2.889003 0.1 -0.1 0.7
H 2.967192 -0.429728 3.306721 -0.3 -0.8 -0.4
O 2.693900 -1.085845 2.631762 0.3 0.8 0.4
H -0.481307 -0.642443 -2.933144 -2.8 -1.9 1.8
H 0.232365 -0.661792 -4.229140 0.2 -1.3 -2.6
O 0.167587 -0.236457 -3.423620 2.4 3.2 1.0
H 1.887566 -1.220492 1.021844 0.7 1.0 1.4
H 2.645504 -1.930706 -0.115261 -3.4 0.9 1.1
O 1.674357 -1.661817 0.224144 3.0 -1.6 -2.8
H 2.289284 1.707788 -0.709562 0.5 0.1 1.4
H 3.450559 2.417198 -0.203219 1.5 1.0 -0.1
O 2.742861 1.918187 0.155648 -1.9 -1.1 -1.5
H -1.152479 2.025669 -2.362254 0.1 1.6 -0.6
H -2.225861 2.997085 -2.191640 -2.5 0.6 0.1
O -1.303521 3.007075 -2.249786 2.4 -2.3 0.1
```
Forces are in eV/Å.

Computed properties:
Net charge = +1
F_max = 0.110 hartree/bohr
HOMO = -13.08 eV
Energy above the lowest of the compared OMol25 structures with the same formula, charge and spin = 431.1 kJ/mol
LUMO level = -0.0966 hartree
Molecular weight = 209.3 g/mol
Multiplicity = 1

These are the Löwdin partial charges, in e, on atoms 1 to 4: number 1, N, carries 0.163; number 2, C, carries -0.245; number 3, C, carries -0.094; number 4, C, carries -0.118

***

Entry 4:
Formula: C5H25N2O6
Source: OMol25
Level of theory: the ωB97M-V functional and the def2-TZVPD basis

Structure (XYZ):
```
38
Properties=species:S:1:pos:R:3:forces:R:3
C -0.500154 3.820344 0.592105 1.2 0.6 1.9
C -0.390237 2.361351 1.040555 0.2 -0.3 0.3
C -0.677195 1.395446 -0.085816 -0.6 -1.2 0.9
C -0.784859 -0.070209 0.268348 0.5 0.5 -1.5
C -0.490435 -0.727082 1.371531 -1.4 0.0 0.5
N -0.556853 -2.133541 1.515063 -0.2 -0.3 -0.6
N -1.194228 -0.802476 -0.995892 0.6 -1.2 2.5
H -0.122916 4.108021 -0.375561 -0.7 -0.5 -0.8
H 0.237099 4.403016 1.166635 -0.3 -0.1 0.4
H -1.451351 4.236781 0.910318 -0.2 0.1 -0.7
H 0.550656 2.118300 1.554212 0.4 0.2 -0.7
H -1.034926 2.181769 1.902136 -0.7 0.1 -0.3
H 0.079679 1.468778 -0.860017 0.1 0.1 -0.1
H -1.641104 1.581450 -0.560482 0.0 0.7 0.0
H -0.477908 -0.150777 2.282672 0.7 0.2 0.1
H -0.676561 -2.375173 2.487561 0.1 -0.1 0.1
H 0.343437 -2.514908 1.249888 0.1 0.0 0.3
H -0.420373 -1.404649 -1.360020 -0.2 0.9 -0.9
H -1.834079 -1.566974 -0.695910 -0.6 0.2 -0.2
H -1.663621 -0.114103 -1.562347 0.1 0.0 -1.0
H 2.269089 2.484405 -0.468052 0.3 0.0 -0.1
H 2.433002 2.358112 -2.016692 0.2 0.0 0.2
O 1.859877 2.679962 -1.315189 -0.4 0.1 -0.2
H -0.654070 2.728194 -2.429788 -0.2 0.5 -0.1
H -2.098757 2.917464 -3.057295 0.1 0.6 -0.1
O -1.437983 2.291371 -2.772960 0.0 -1.1 -0.1
H -3.488585 -2.472705 0.471031 -0.2 -0.1 0.4
H -2.093786 -3.151083 0.569145 0.1 0.2 0.6
O -2.854357 -3.011828 -0.003010 -0.1 0.1 -1.0
H 3.653399 -3.129186 0.314555 0.1 -0.1 -0.2
H 3.073660 -2.495524 -0.964386 -0.3 -0.3 -1.2
O 3.350369 -2.310155 -0.086027 0.4 0.5 1.2
H 2.600961 -1.941887 2.915103 0.6 -0.2 0.9
H 2.586039 -1.512557 1.470422 -0.3 -0.1 0.1
O 2.001209 -1.682347 2.234383 0.1 0.4 -0.8
H 0.362191 -3.273286 -0.781523 0.0 -0.4 -0.1
H 0.620032 -3.474445 -2.311010 -0.1 -0.2 0.0
O 0.523637 -2.819871 -1.613687 0.3 0.3 0.1
```
Forces are in eV/Å.

Computed properties:
Net charge = +1
F_max = 0.055 hartree/bohr
HOMO = -12.51 eV
Energy above the lowest of the compared OMol25 structures with the same formula, charge and spin = 184.5 kJ/mol
LUMO level = -0.1020 hartree
Molecular weight = 209.3 g/mol
Multiplicity = 1

These are the Löwdin partial charges, in e, on atoms 1 to 4: number 1, C, carries -0.092; number 2, C, carries -0.246; number 3, C, carries -0.194; number 4, C, carries -0.187

***

Entry 5:
Formula: C5H25NO7
Source: OMol25
Level of theory: the ωB97M-V functional and the def2-TZVPD basis

Structure (XYZ):
```
38
Properties=species:S:1:pos:R:3:forces:R:3
C -1.035724 0.447080 -0.035287 1.5 0.3 0.1
N -0.055460 1.502723 -0.374772 -0.2 0.8 0.0
C -0.455322 2.564632 -1.291744 -1.5 -0.7 -1.4
C 0.294793 2.294171 -2.681723 -1.2 1.3 2.1
C 1.627872 1.774746 -2.166553 -0.2 -0.5 -0.3
C 1.274259 1.081886 -0.832293 -0.6 -1.5 0.1
H -1.732875 0.878025 0.689051 -0.4 -0.4 -0.4
H -1.487328 0.008611 -0.921781 -0.5 0.1 -0.2
H -0.510227 -0.382489 0.480926 -0.2 0.7 -0.3
H -1.492930 2.514502 -1.659131 -0.2 -0.3 0.9
H -0.413376 3.511011 -0.761903 0.8 0.6 -0.5
H -0.373071 1.578905 -3.183843 0.7 0.0 0.0
H 0.257308 3.264847 -3.205720 0.6 -0.6 -0.2
H 2.289099 2.627070 -2.016073 0.2 -0.2 0.0
H 2.068392 1.012043 -2.834800 0.1 0.6 0.2
H 2.018466 1.200413 -0.032927 0.0 0.0 -0.3
H 1.103452 0.006958 -1.023528 0.9 0.1 0.0
O -0.138716 -1.341839 -3.039000 -0.3 -1.0 1.0
H -0.451502 -1.886415 -2.283006 0.1 0.8 -0.1
H 0.169165 -2.088339 -3.557178 0.4 0.1 -0.8
O -1.084349 0.441274 4.498971 0.0 0.4 -0.1
H -0.281044 -0.045362 4.265504 -0.2 0.2 0.1
H -1.067213 1.214695 3.895900 0.7 -0.2 0.4
O -0.721238 -2.311247 1.705488 -1.0 0.5 0.2
H -0.927809 -1.465280 2.139157 0.2 -0.2 0.2
H -1.636883 -2.495770 1.415667 0.6 -0.4 0.0
O 3.174728 -2.375779 -2.193438 -0.2 0.5 -0.1
H 2.552630 -1.643637 -2.353436 0.3 -0.4 0.1
H 2.717261 -2.941567 -1.563654 -0.2 0.0 0.0
O -2.800625 -0.547567 2.755696 0.0 0.2 0.0
H -2.279189 -0.038542 3.431516 -0.6 -0.9 -0.2
H -3.523486 -0.990505 3.218918 0.3 0.2 0.0
O 0.068045 1.906648 2.471466 -1.1 -0.1 1.0
H -0.320514 2.064181 1.591952 1.3 -0.1 -0.3
H 1.019804 1.970374 2.521448 0.1 0.2 -0.7
O 0.426180 -3.411556 -0.443362 0.8 0.1 0.7
H 0.851904 -3.992692 0.219466 -0.4 0.1 -0.7
H 0.280409 -2.628085 0.125229 -0.3 -0.3 -0.2
```
Forces are in eV/Å.

Computed properties:
Net charge = 0
F_max = 0.052 hartree/bohr
HOMO = -8.54 eV
Energy above the lowest of the compared OMol25 structures with the same formula, charge and spin = 92.1 kJ/mol
LUMO level = 0.0125 hartree
Molecular weight = 211.3 g/mol
Multiplicity = 1

These are the Löwdin partial charges, in e, on atoms 1 to 4: number 1, C, carries -0.068; number 2, N, carries -0.256; number 3, C, carries -0.187; number 4, C, carries -0.148

***

Entry 6:
Formula: C5H25NO7S
Source: OMol25
Level of theory: the ωB97M-V functional and the def2-TZVPD basis

Structure (XYZ):
```
39
Properties=species:S:1:pos:R:3:forces:R:3
C 0.660542 -1.296167 1.622123 -0.2 0.7 0.7
C -0.229174 -0.779271 0.515868 1.9 0.5 -0.8
N 0.582546 -0.094599 -0.527281 0.1 1.1 1.0
C 0.607589 1.379092 -0.482790 -0.7 0.3 0.0
C 1.385723 1.976337 0.698538 1.4 -1.9 -1.0
O 2.730144 2.237594 0.267320 0.1 0.5 -0.2
C -0.797647 2.053412 -0.546148 0.6 -0.4 0.7
S -0.787172 3.515517 -1.605960 -0.5 0.3 -0.2
H 1.482362 -1.952332 1.332547 -0.4 -0.4 -0.1
H 1.146881 -0.464785 2.133283 -0.1 0.0 0.1
H -0.019163 -1.733654 2.348429 0.3 -0.6 0.3
H -0.639084 -1.620727 -0.009799 -0.8 -0.3 0.1
H -0.949613 -0.103600 0.953256 -0.5 -0.2 0.0
H 0.126901 -0.260569 -1.392136 -0.2 -0.7 -0.9
H 1.155438 1.685389 -1.373587 0.0 0.0 -0.1
H 1.453297 1.239688 1.484473 -0.4 0.1 0.4
H 0.962652 2.865651 1.072252 -0.5 1.1 0.3
H 3.355058 1.602966 0.619657 -0.1 -0.1 0.2
H -1.601055 1.423204 -0.928392 0.3 -0.2 -0.2
H -1.054026 2.239203 0.498455 -0.4 0.5 -0.2
H 0.437622 4.001951 -1.377099 0.1 -0.2 0.3
O -1.351545 1.532440 2.871455 -0.2 -0.2 0.2
H -1.132962 0.961129 3.615479 0.1 0.1 0.0
H -2.182688 1.140059 2.544448 0.3 0.1 -0.3
O -0.528411 -2.021693 -2.343322 -0.3 -0.4 -0.4
H 0.138326 -2.695445 -2.066675 0.1 0.4 0.2
H -0.482681 -2.058113 -3.302160 -0.1 0.1 -0.1
O -3.230277 0.064300 1.447391 -0.2 0.1 0.3
H -3.222707 -0.284793 0.538856 0.1 -0.1 0.0
H -4.131585 0.015564 1.772788 -0.1 -0.1 -0.1
O 1.728962 -3.132305 -1.532155 -0.5 -0.7 0.2
H 2.208219 -2.279892 -1.548548 0.2 0.0 -0.3
H 1.742047 -3.315701 -0.585258 -0.1 -0.4 -0.1
O 3.241132 -1.239608 -0.901042 1.2 0.0 -0.1
H 3.072374 -0.370987 -1.272187 -0.3 0.3 0.3
H 2.749466 -1.299767 -0.077885 -0.2 0.7 0.0
O -2.919070 -0.945471 -1.111963 -0.2 0.1 0.1
H -3.536137 -0.629553 -1.774977 0.0 0.0 -0.2
H -2.172284 -1.354460 -1.577254 0.2 -0.1 -0.1
```
Forces are in eV/Å.

Computed properties:
Net charge = 0
F_max = 0.049 hartree/bohr
HOMO = -8.54 eV
Energy above the lowest of the compared OMol25 structures with the same formula, charge and spin = 144.8 kJ/mol
LUMO level = 0.0123 hartree
Molecular weight = 243.3 g/mol
Multiplicity = 1

These are the Löwdin partial charges, in e, on atoms 1 to 4: number 1, C, carries -0.077; number 2, C, carries -0.248; number 3, N, carries -0.021; number 4, C, carries -0.377